ORCA calculation (ωB97M-V/def2-TZVPD) on one molecule with the formula C10H14O4 in a non-equilibrium geometry.

XYZ file:
```
28
Properties=species:S:1:pos:R:3:forces:R:3:lowdin_charge:R:1
C 0.6331 1.1143 -0.0303 -1.2928 1.4177 -0.7494 -0.50
C 1.4794 0.1436 0.6315 5.0122 -1.0260 1.7007 -0.30
O 2.3857 0.6728 1.6193 -0.5243 0.0524 -0.0391 0.03
C -2.1475 -1.1340 -0.7615 -2.8438 0.5353 0.0549 -0.14
O 1.7194 -1.6234 -1.2565 -2.2710 2.1900 1.4137 0.02
H -0.3792 2.7201 0.9771 0.3968 2.2084 0.1498 0.07
C -3.1709 -0.2337 -0.8545 -1.1390 -1.7652 -0.1950 0.02
O 3.4172 -1.6179 0.2341 0.3065 1.1739 0.3721 0.04
C -0.7839 -0.8412 -0.4377 -0.5485 -1.8592 3.3547 -0.24
H -2.3215 -2.1807 -0.6296 -0.7555 -0.6606 -0.6387 0.10
H 1.3283 -1.6135 2.0349 0.3727 0.2102 1.2394 0.16
C -0.2347 0.3795 -0.9838 1.6679 0.9401 -4.0489 -0.12
C -0.3190 1.6894 1.0009 0.2673 -2.4994 1.8315 0.04
H 1.4640 1.9115 -1.6109 0.0245 0.9282 2.0414 0.13
H -4.3248 -0.4527 -1.0353 2.8642 0.0237 0.5074 0.10
H 4.0311 -1.1594 -0.4160 -1.4209 -0.4924 1.2185 0.14
O 1.3513 2.2286 -0.6499 -0.0575 -2.1124 -1.8854 0.00
H 2.3354 -2.1454 -1.7192 1.6270 -0.9752 0.0515 0.07
C -0.2901 -1.5623 0.6500 0.3698 2.8797 -3.9094 0.05
C 1.0255 -1.2140 1.1067 0.4124 0.2076 -0.1732 -0.09
H -1.3643 1.3479 0.8769 0.6686 -0.2119 0.1662 0.09
C 2.0924 -1.1654 0.0831 1.3467 -0.9181 -4.0870 -0.35
H 0.3493 0.1744 -2.0302 -1.1504 0.1156 2.3353 0.19
H -2.9744 0.7869 -0.6028 0.1151 0.6580 -0.4498 0.02
H -0.6654 -2.4284 1.0564 -1.5550 -1.6913 0.5225 0.10
H 0.1349 1.2636 1.9442 -1.2705 1.2214 -0.3002 0.12
H -1.0104 1.0877 -1.2812 -0.1894 -0.3022 -0.0523 0.12
H 2.9496 1.3884 1.2900 -0.4331 -0.2481 -0.4314 0.11
```
Positions in Å, forces in eV/Å.

SMILES: C=CC1=C[C@H]2C(O)(O)[C@@]2(O)[C@@](C)(O)C1
frontier orbital gap: 8.63 eV
energy above the lowest of the compared OMol25 structures with the same formula, charge and spin: 95.5 kcal per mole
E_LUMO: 0.41 eV